Record 1
ORCA calculation (ωB97M-V/def2-TZVPD) on C5H7NO in the gas phase in a non-equilibrium geometry.

```
! wB97M-V def2-TZVPD RIJCOSX def2/J DEFGRID3
* xyz 0 1
C 1.05 -1.00 1.25
C -0.34 -1.10 1.23
C -0.73 0.12 0.47
N -1.39 0.58 -0.96
C -0.08 1.25 -1.29
C 0.57 0.27 -0.29
O 1.72 -0.02 0.68
H 1.71 -1.46 2.05
H -0.85 -2.02 1.75
H -0.92 0.88 1.23
H -1.57 -0.26 -1.62
H 0.11 1.09 -2.47
H -0.11 2.42 -1.17
H 0.82 -0.75 -0.87
*
```

Results
Gap between HOMO and LUMO, Eh: 0.358
ΔE to the lowest compared entry with this formula, charge and spin, kcal per mole: 128.23
SMILES: C1=C[C@@H]2NC[C@H]2O1
HOMO, eV: -8.683
LUMO energy, eV: 1.0

---

Record 2
ORCA calculation (ωB97M-V/def2-TZVPD) on C5H7NO as an isolated structure.

```
! wB97M-V def2-TZVPD RIJCOSX def2/J DEFGRID3
* xyz 0 1
C -1.85 0.07 0.03
C -0.37 -0.11 0.03
N 0.26 -1.02 1.02
C 0.62 0.34 1.02
C 1.72 0.62 -0.82
C 0.48 -0.02 -1.22
O 0.18 -0.39 -2.34
H -2.11 1.05 -0.37
H -2.26 -0.03 1.04
H -2.31 -0.69 -0.62
H 0.94 -1.67 0.64
H 0.51 0.97 1.90
H 2.62 0.00 -0.77
H 1.57 0.88 0.46
*
```

Results
Gap between HOMO and LUMO, Eh: 0.325
ΔE to the lowest compared entry with this formula, charge and spin, kcal per mole: 125.84
HOMO, eV: -8.980
LUMO energy, eV: -0.1

---

Record 3
ORCA calculation (ωB97M-V/def2-TZVPD) on C5H7NO in the gas phase.

```
! wB97M-V def2-TZVPD RIJCOSX def2/J DEFGRID3
* xyz 0 1
C 1.31 1.07 -0.92
C 0.32 0.37 -0.05
N 0.69 -0.03 1.30
C 0.19 -1.06 0.44
C -1.34 -1.03 0.43
C -1.17 0.36 -0.23
O -1.91 1.02 -0.91
H 1.10 0.90 -1.98
H 2.32 0.72 -0.69
H 1.28 2.15 -0.74
H 0.02 0.24 2.02
H 0.83 -1.90 0.17
H -1.80 -1.07 1.42
H -1.85 -1.73 -0.24
*
```

Results
Gap between HOMO and LUMO, Eh: 0.383
ΔE to the lowest compared entry with this formula, charge and spin, kcal per mole: 44.58
SMILES: C[C@]12N[C@H]1CC2=O
HOMO, eV: -9.452
LUMO energy, eV: 1.0